1.
10
Properties=species:S:1:pos:R:3:forces:R:3 method="wB97M-V/def2-TZVPD" de_lowest_kcal_mol=84.8 e_homo_ev=-9.859 molar_mass_da=121.1 energy_ha=-752.6961 spin_multiplicity=1 largest_force_ev_per_a=3.25 lumo_ev=0.39
C -0.729888 1.402278 1.474281 1.6700 2.1132 -0.3725
N -1.623377 0.661583 1.545798 -2.1044 -2.4538 0.3350
N 0.391629 -0.215024 -1.187453 0.7527 -1.5223 -0.9245
N 1.644724 -0.436096 -1.177761 0.2167 1.6924 0.8685
O 2.228542 0.572703 -0.384352 1.1601 -1.2318 -0.6819
O 2.419078 -1.224540 -1.677128 -1.1931 0.2629 0.3806
S 0.280870 2.589502 1.322458 0.4712 0.3439 0.0703
H 1.570286 1.256611 -0.497765 -0.5312 0.8244 0.4979
H -1.704650 -0.329171 1.695501 -0.0795 0.1012 -0.0181
H 0.025794 -0.931372 -1.809975 -0.3624 -0.1301 -0.1550

***

2.
10
Properties=species:S:1:pos:R:3:forces:R:3 method="wB97M-V/def2-TZVPD" de_lowest_kcal_mol=14.5 e_homo_ev=-9.958 molar_mass_da=105.1 smiles="NC(=O)O/N=N/O" energy_ha=-429.7926 spin_multiplicity=1 largest_force_ev_per_a=3.04 lumo_ev=0.82
C 0.917673 0.189514 0.138505 0.1869 -0.1757 1.1842
N 2.154851 -0.216832 -0.210742 0.0747 -0.3337 -0.2860
O 0.142029 -0.998928 0.377289 1.2268 0.8686 -0.9145
O -3.005336 0.181701 -0.109156 -0.1173 -0.7611 0.2538
N -1.202585 -0.937274 0.329477 -2.7286 1.3310 -0.1233
N -1.639719 0.130668 -0.136781 1.1258 -0.5867 0.2107
O 0.582860 1.306765 0.391325 0.0042 -0.1431 -0.2373
H -3.221707 1.102132 -0.326896 0.4183 -0.2784 -0.0567
H 2.914503 0.439010 -0.149823 -0.1612 0.0302 -0.0381
H 2.357431 -1.196757 -0.303197 -0.0298 0.0489 0.0072

***

3.
8
Properties=species:S:1:pos:R:3:forces:R:3 method="wB97M-V/def2-TZVPD" de_lowest_kcal_mol=37.9 e_homo_ev=-8.472 molar_mass_da=89.1 smiles="C1N=NNS1" energy_ha=-602.2346 spin_multiplicity=1 largest_force_ev_per_a=3.86 lumo_ev=0.55
C 0.284888 -0.625085 0.555132 -0.6493 3.3149 -0.9063
N 1.333113 0.630022 0.104949 -1.4525 -2.5022 0.2410
N 0.843321 1.288398 -0.805580 1.9704 1.6019 -0.6257
N -0.350363 1.132228 -1.212980 -1.7310 -2.5883 2.2831
S -1.302500 -0.031576 -0.310426 0.6640 -0.5807 1.7796
H 0.338976 -1.544817 0.055418 1.5196 -1.2177 -0.5383
H 0.406833 -0.719536 1.640575 -0.7573 0.3343 -0.3622
H -0.904724 1.417965 -1.959063 0.4361 1.6378 -1.8711

***

4.
8
Properties=species:S:1:pos:R:3:forces:R:3 method="wB97M-V/def2-TZVPD" de_lowest_kcal_mol=43.4 e_homo_ev="-8.816 / -8.816" molar_mass_da=89.1 energy_ha=-602.2258 spin_multiplicity=1 largest_force_ev_per_a=3.77 lumo_ev="-0.65 / -0.65"
C 2.089868 1.889614 0.280585 -0.6338 -3.3715 -1.5642
N -0.865420 0.502021 -1.510347 -0.3722 -0.6281 0.2739
N -1.630544 0.466200 -0.684624 -0.6692 0.7606 -0.2022
N -2.310296 0.706152 0.303719 0.4586 0.3936 1.0705
S 1.854944 0.274174 0.625638 0.2429 2.1050 0.1582
H 3.155436 2.142371 0.136984 -0.8683 0.8152 0.4096
H -3.267090 0.425189 0.520460 0.5801 -0.5113 -1.1662
H 1.210114 2.332072 -0.266279 1.2620 0.4365 1.0203

***

5.
8
Properties=species:S:1:pos:R:3:forces:R:3 method="wB97M-V/def2-TZVPD" de_lowest_kcal_mol=18.6 e_homo_ev="-11.075 / -18.401" molar_mass_da=71.1 energy_ha=-258.4348 spin_multiplicity=3 total_charge=+1 largest_force_ev_per_a=12.16 lumo_ev="-3.85 / -9.86"
C 0.288796 -0.040549 -0.139158 -10.2234 1.1902 1.4854
N 5.131776 -0.121844 0.346745 -1.1052 0.5143 -0.7237
N 4.208205 0.182236 -0.162025 1.1921 -0.5792 0.7255
N 1.397107 -0.138202 -0.436686 11.6263 0.2372 -3.5582
N -0.945276 0.023056 0.219664 1.9913 -1.4297 2.4136
H 2.482102 -0.022033 -0.497757 -2.0149 -0.5422 0.3752
H -1.898014 0.263965 -0.066816 -0.0714 0.5710 -1.5590
H -0.952061 -0.381280 1.154121 -1.3949 0.0383 0.8411

***

6.
9
Properties=species:S:1:pos:R:3:forces:R:3 method="wB97M-V/def2-TZVPD" de_lowest_kcal_mol=58.8 e_homo_ev=-8.988 molar_mass_da=85.1 smiles="[H]/N=c1/nn[nH][nH]1" energy_ha=-313.5653 spin_multiplicity=1 largest_force_ev_per_a=5.03 lumo_ev=0.03
C -0.747303 -0.395921 -0.112649 1.2345 3.0679 0.6855
H -2.410164 0.440975 -0.214428 0.2389 -1.0095 0.7715
H 2.078679 0.505533 0.789687 -2.1502 -1.1517 -2.9367
H 0.058724 1.705818 0.117948 -0.1965 -2.5245 -0.8520
N -1.984643 -0.489998 0.012485 -1.8062 1.2354 -1.0915
N 0.102615 -1.436681 -0.095762 -0.2798 -4.9775 -0.6615
N 1.301574 -1.196628 -0.129870 0.6201 1.3223 1.2808
N 1.456726 0.168702 -0.119067 1.9567 1.8274 1.5553
N 0.143788 0.698197 -0.248344 0.3825 2.2102 1.2486

***

7.
10
Properties=species:S:1:pos:R:3:forces:R:3 method="wB97M-V/def2-TZVPD" de_lowest_kcal_mol=0.0 e_homo_ev="-20.101 / -22.698" molar_mass_da=101.1 energy_ha=-387.8849 spin_multiplicity=3 total_charge=+2 largest_force_ev_per_a=4.66 lumo_ev="-13.13 / -13.34"
C 0.590716 0.090067 -0.274999 3.3558 1.0313 3.0643
N -0.109512 -1.057770 -0.594693 -1.9466 -0.8679 -0.2560
N -1.252912 -0.933247 -0.246208 -0.7063 -0.2870 0.5665
N -2.225932 -0.383467 0.054718 0.5781 -1.1125 -1.5214
N -0.217797 1.148258 0.061811 0.4336 -1.6807 -0.4073
N 1.849572 -0.054836 0.114632 -0.7990 -0.0529 -0.6563
O -0.279310 2.196358 -0.427198 -0.0092 3.5007 -0.7263
H -2.938190 -0.668634 0.733314 -0.4230 -0.0937 0.6978
H 2.026788 -1.092202 0.245976 1.1115 1.5161 -0.4103
H 2.556574 0.755471 0.332644 -1.5948 -1.9534 -0.3510

***

8.
11
Properties=species:S:1:pos:R:3:forces:R:3 method="wB97M-V/def2-TZVPD" de_lowest_kcal_mol=86.0 e_homo_ev=-8.719 molar_mass_da=117.1 energy_ha=-463.8973 spin_multiplicity=1 largest_force_ev_per_a=7.54 lumo_ev=-0.13
C -0.125378 0.831079 0.452518 2.4657 0.3088 -0.0794
H 1.894982 1.002528 -0.843277 0.4856 1.3609 2.2604
H -1.664908 -1.791087 -0.961566 1.0650 4.3715 3.3712
H 0.903836 -1.836697 0.148172 -0.5318 1.6306 -0.4309
N 0.860509 1.612233 0.692272 -2.1810 0.4067 1.2918
N -1.397496 0.861953 1.093448 0.6226 0.6660 -0.8045
N -2.051390 -0.086188 0.595728 -0.2504 -0.6718 0.6147
N -1.257306 -0.858402 -0.132806 -2.6373 -5.7871 -4.0567
N -0.111620 -0.237951 -0.534300 -1.1438 1.9560 0.6316
O 2.014933 1.589321 0.016745 -0.1819 -2.0539 -3.0571
O 0.933839 -1.086788 -0.526934 2.2874 -2.1877 0.2590

***

9.
11
Properties=species:S:1:pos:R:3:forces:R:3 method="wB97M-V/def2-TZVPD" de_lowest_kcal_mol=78.9 e_homo_ev=-9.462 molar_mass_da=117.1 energy_ha=-463.9087 spin_multiplicity=1 largest_force_ev_per_a=5.39 lumo_ev=-0.32
C 0.160934 -0.193194 -0.362829 0.0483 0.1863 -0.3735
H -0.290681 1.296666 -2.464024 3.1089 -2.8482 0.5558
H 0.898000 0.195461 -3.348778 -0.2087 0.6989 2.2193
H 1.941386 0.515025 1.776719 -4.7269 0.7797 -0.9728
N 0.668000 0.622836 -2.399691 -2.8558 1.8431 -2.3327
N 0.917090 -0.146677 -1.328396 2.1021 -0.2083 -2.6294
N -1.114915 0.335297 -0.356518 -0.8424 0.6815 1.0429
N -1.645520 0.024636 0.672649 -1.7550 -1.1356 0.8378
N 0.548225 -0.616246 0.903485 -1.5437 -0.6789 1.7761
O -0.743709 -0.974644 1.452654 1.6479 2.1790 -1.3744
O 0.853150 0.676282 1.518889 5.0253 -1.4976 1.2508

***

10.
11
Properties=species:S:1:pos:R:3:forces:R:3 method="wB97M-V/def2-TZVPD" de_lowest_kcal_mol=59.5 e_homo_ev="-9.436 / -9.436" molar_mass_da=117.1 energy_ha=-463.9395 spin_multiplicity=1 largest_force_ev_per_a=4.71 lumo_ev="-0.09 / -0.09"
C -0.948213 0.282580 -1.932886 0.9396 1.3793 1.7904
N -1.340723 -0.182446 -2.885107 -0.9180 -0.9766 -2.3683
N -0.471370 0.424261 1.501608 -0.0028 3.4218 -3.2434
N -0.536453 0.750430 -0.762099 -0.0899 -1.2107 2.7166
N -0.614138 -0.166389 0.290571 1.1314 -0.7954 -0.2143
N 1.049856 -1.063605 0.195966 -0.7720 1.0819 0.2853
O 1.628631 -1.033154 1.256931 -0.0521 -0.3603 -0.4626
O 1.403960 -1.472665 -0.862295 0.0667 -0.2423 -0.0673
H 0.299930 1.143274 1.503820 -0.8555 -1.1406 0.5739
H -0.394961 -0.270741 2.152150 0.4233 -1.8343 2.2386
H -0.076520 1.588456 -0.458658 0.1294 0.6771 -1.2490

***

11.
12
Properties=species:S:1:pos:R:3:forces:R:3 method="wB97M-V/def2-TZVPD" de_lowest_kcal_mol=48.8 e_homo_ev=-9.129 molar_mass_da=133.1 smiles="O=N/N=[N+](/[O-])O.N=C=N" energy_ha=-539.1012 spin_multiplicity=1 largest_force_ev_per_a=3.65 lumo_ev=-1.36
C 0.891096 -1.756142 -0.915875 -1.0573 0.3845 0.2006
N 1.538013 -1.188712 -1.744852 1.3359 0.5704 -0.8208
N 0.155957 2.209566 -0.652245 0.3168 3.4268 1.2057
N 0.213283 -2.246959 -0.054957 -0.7489 -1.4762 1.1443
N -0.430801 1.201550 -0.102906 -0.5473 -2.8084 -0.1074
N -0.960939 0.947650 1.055805 0.6938 1.1059 -2.9732
O 0.371667 2.370208 -1.831450 -0.3004 -1.9464 0.9743
O -0.139353 0.479747 2.047855 -1.7047 0.0064 1.0302
O -2.166916 0.902674 1.172399 0.2074 0.0323 1.1820
H 1.808437 -0.214763 -1.789229 -0.2930 -0.3304 -0.1057
H -0.456559 -3.017196 0.027683 0.7058 0.9119 -0.4230
H -0.823885 0.312377 2.787771 1.3920 0.1232 -1.3070

***

12.
13
Properties=species:S:1:pos:R:3:forces:R:3 method="wB97M-V/def2-TZVPD" de_lowest_kcal_mol=0.0 e_homo_ev=-10.765 molar_mass_da=149.1 energy_ha=-614.3751 spin_multiplicity=1 largest_force_ev_per_a=2.80 lumo_ev=-0.17
C 1.704509 0.017059 1.248226 -0.0523 -0.5445 -0.0427
N 1.755313 -1.088299 1.690220 0.3840 -0.4408 0.1490
N 1.724200 1.018878 0.553968 -0.0183 1.1280 -0.6940
N -1.104957 0.255233 -0.398838 1.0226 1.5944 2.0636
N -0.686992 0.285417 -1.581309 -0.5011 -0.9336 0.3861
N -2.051644 -0.687875 0.038555 0.4466 -0.2678 -1.3891
O 0.355521 1.111214 -1.732805 0.3774 0.5442 -0.5761
O -1.066870 -0.340253 -2.523807 -0.0704 -0.2424 -0.8566
O -1.609264 -1.437543 0.863981 0.0244 -0.4648 0.6015
O -3.163411 -0.610622 -0.378870 -0.8842 0.0420 -0.1826
H 1.120346 -1.616233 2.253347 -0.3141 0.1143 0.2089
H 2.175696 1.879436 0.810372 0.1283 -0.0054 0.4357
H 0.847552 1.213588 -0.843040 -0.5430 -0.5236 -0.1035